This record from the OMol25 dataset describes an isolated molecule of C8H10ClN3. The level of theory is ωB97M-V with the def2-TZVPD basis set.

Output
Frontier orbital gap (alpha / beta), eV: 8.110 / 8.109
E_tot, eV: -25445.7948
Energy above the lowest of the compared OMol25 structures with the same formula, charge and spin, eV: 4.3577
Charge: 0

CARTESIAN COORDINATES (ANGSTROEM)
C 0.73812 2.03009 0.87719
C -1.20589 -0.91066 -1.10478
C -2.23918 0.04837 -1.26085
C -0.09272 -0.54931 -0.46381
C -1.67373 1.89093 0.23388
C -0.25077 1.72842 -0.09042
C 2.37498 -0.67016 -0.31291
C 0.73396 -1.88575 1.17674
N 1.59628 2.02157 1.64453
N -2.45283 1.16585 -0.73509
N 1.00698 -0.99911 0.07504
Cl 0.07943 2.43863 -1.69994
H -1.33542 -2.00569 -1.32514
H -3.06607 -0.15694 -1.91095
H -2.01123 1.35429 1.08784
H -2.07745 2.87882 0.29874
H 2.30816 -0.01140 -1.10066
H 2.71552 -0.28753 0.59356
H 2.72519 -1.69797 -0.57637
H 1.68884 -2.28740 1.59844
H 0.32404 -1.33937 1.98974
H 0.11379 -2.75568 1.00521